The following is a quantum chemistry calculation of a cluster of 14 separate species, H28O14 in total in a non-equilibrium geometry, from the OMol25 dataset.

The geometry in XYZ format:
```
42
Properties=species:S:1:pos:R:3:forces:R:3
O 0.0819 -0.3283 -0.3240 -0.22 -0.86 -1.63
H -1.9715 -1.1169 3.8080 -0.57 0.56 -0.36
H -1.0113 0.7097 -2.8929 -0.03 0.27 -0.22
H -0.0994 -2.5275 -0.2929 -0.35 1.10 -0.22
O -2.3811 0.8783 0.4216 0.42 -1.29 -1.30
H -0.6743 3.6473 -1.3146 -0.91 1.20 -1.73
H -3.2176 -0.8242 -1.9762 0.64 -0.05 -0.42
H 0.6480 2.8269 -1.1751 -0.49 0.18 -0.04
H -2.2217 -1.0590 -3.1693 -0.15 -0.24 -0.11
O -0.1790 3.1251 -0.7387 1.33 -1.39 1.87
O 3.2833 -0.5221 0.0937 0.36 0.16 -0.52
H -0.7877 0.8941 -4.3945 -0.80 -0.06 -1.18
O 1.7508 1.4475 -1.6392 -0.60 -0.07 0.27
O -2.3571 -0.5647 -2.3593 -0.74 -0.18 0.69
H 0.7017 0.3093 2.8815 0.17 -0.70 1.01
O 2.6388 2.2212 0.9509 -0.42 -0.29 0.12
O 2.5595 -2.8339 1.1090 -0.45 0.30 -0.17
H 2.5605 0.9717 -1.7296 1.17 -0.13 -0.32
O -0.2666 -2.6257 2.3841 -0.41 1.15 0.15
H -2.5597 2.3878 -1.2227 -0.35 -0.43 -0.93
O 0.2770 -3.3969 -0.3162 -0.73 -0.94 1.25
H -0.0800 -2.2474 3.2492 0.33 -0.14 -0.05
H 0.7120 -3.4778 -1.1404 0.71 -0.05 -1.31
H 2.8384 -1.9782 0.7223 0.00 -0.46 0.43
H -2.6237 1.4813 1.0927 -0.40 0.83 1.26
O 0.7869 0.6750 2.0172 0.52 -1.01 -0.14
O -0.3743 0.9905 -3.5607 0.95 0.00 1.09
H 4.2391 -0.5358 0.0990 0.47 -0.27 -0.10
O -2.9960 2.2027 -2.0829 0.31 3.10 0.83
H -0.7090 0.2038 -0.4431 -0.27 0.33 -0.05
H 1.8471 1.6439 0.9899 0.74 0.57 -0.38
H 0.2518 1.4373 2.0635 -1.33 1.59 -0.21
H -2.2683 0.0143 0.8388 -0.27 0.38 0.29
H 3.1073 0.3728 0.3820 -0.28 0.75 0.35
H -3.0670 1.2860 -2.1256 0.01 -2.34 -0.05
H -0.1556 -3.5555 2.4981 0.27 -1.15 -0.13
H 1.2079 0.7504 -1.2271 -0.36 0.14 -0.18
H -1.7912 -1.4837 2.4164 0.66 -1.27 -1.20
H 0.2520 -0.3235 0.6022 0.37 0.20 1.31
H 1.6441 -2.8938 0.7640 0.62 -0.44 0.28
O -2.1929 -0.7947 2.9129 -0.30 0.79 1.63
H 2.5968 2.6124 1.8280 0.38 0.16 0.09
```
Forces are in eV/Å.

- Molar mass: 252.21 g mol⁻¹
- Largest force on an atom: 3.227 eV/Å
- 2S+1: 1
- Total charge: 0
- HOMO: -9.741 eV

The following is a quantum chemistry calculation of a structure of composition C4H6O2, from the OMol25 dataset.

The geometry in XYZ format:
```
12
Properties=species:S:1:pos:R:3:forces:R:3
C 0.1989 0.9137 -0.1697 0.13 0.07 0.09
H 0.8841 1.4669 0.4818 -0.07 -0.10 -0.13
H 0.2440 -2.2162 0.5686 -0.79 0.26 0.22
C 0.3210 -1.1304 0.6641 0.15 -0.09 0.02
C 0.6555 -0.4412 -0.6190 -0.02 -0.19 -0.45
H -0.1333 1.1093 -2.0017 -0.17 0.28 0.07
C -0.7772 0.0165 0.7078 -0.18 0.32 0.13
H 0.9938 -0.8874 1.4901 0.15 -0.08 -0.25
O 0.5756 -0.8382 -1.7627 0.49 0.14 0.50
H -0.9915 0.3968 1.7079 0.13 -0.05 -0.12
H -1.7181 -0.0751 0.1540 0.35 -0.59 0.05
O -0.2527 1.6854 -1.2213 -0.17 0.03 -0.10
```
Forces are in eV/Å.

- Molar mass: 86.09 g mol⁻¹
- Largest force on an atom: 0.860 eV/Å
- 2S+1: 1
- Total charge: 0
- HOMO: -10.002 eV

The following is a quantum chemistry calculation of a structure of composition C15H35FeN5O9S in a non-equilibrium geometry, from the OMol25 dataset.

The geometry in XYZ format:
```
66
Properties=species:S:1:pos:R:3:forces:R:3
N 4.3621 0.7554 0.6050 -0.01 3.34 -2.92
C -1.6871 -0.5054 -5.0498 -0.02 0.52 0.94
S 0.5481 0.6432 3.5430 2.40 -0.44 8.85
O 2.1393 1.0719 0.0049 2.29 1.07 -0.65
C -2.6325 -0.2150 1.6904 0.83 -0.82 -0.48
H 0.2450 3.2666 -1.8726 1.06 -0.13 -0.08
C 5.7803 1.1832 0.3123 -1.03 -0.56 0.21
N 1.4931 -3.7789 0.4975 0.85 0.52 -0.61
C -4.5007 -1.6475 0.6887 2.00 1.47 -0.31
H 5.8978 1.8006 -0.5783 -0.69 0.21 0.06
C -1.2864 3.3108 0.0758 1.15 -0.27 -1.59
H 4.6708 -1.0381 1.4224 0.00 -0.53 -0.08
C 3.3349 1.3776 -0.0757 0.72 -1.62 0.78
H -2.7225 -0.2181 -5.2332 -0.09 -0.09 -0.04
H 3.0852 -0.3924 1.8176 0.02 0.61 -0.01
H 2.8221 -5.4005 1.0343 -0.06 0.14 -0.41
H 6.3918 0.3153 0.0650 -0.10 -0.28 0.40
O 0.9704 -1.5272 0.4650 0.37 -1.80 0.72
H -2.2833 0.2604 2.6200 -0.07 0.04 -0.12
H -2.1435 3.5095 0.7377 0.36 0.48 -0.08
O -0.9269 2.1364 -0.0816 -0.51 2.51 -0.18
H 1.7793 -4.8799 2.3167 -0.01 0.55 -0.02
C 1.8200 -5.0227 1.2369 -0.61 0.81 0.24
H -1.8551 6.1562 -1.2998 0.28 -0.48 -0.55
H -1.4382 -1.3860 -5.6419 -0.02 -0.41 0.54
O 0.5377 1.0693 2.1764 -0.96 1.57 -4.66
H 1.0703 -5.7951 1.0656 0.06 -0.06 -0.48
C -2.2174 -1.6048 -2.7874 -1.02 0.13 -1.54
N -1.4782 -0.6061 -3.5729 0.54 -0.96 0.18
O -1.9350 -0.2679 0.6774 0.06 -0.01 -0.26
H -4.0900 -0.2020 3.7781 -0.08 0.22 -0.27
O 1.9165 0.4646 4.0327 2.73 -0.93 -1.85
H -5.5676 -0.4927 2.7402 -0.12 0.36 0.45
H -2.1786 -2.6007 -3.2288 1.07 -0.25 0.14
H 6.2141 1.7214 1.1550 -0.06 -0.13 0.12
C 1.5013 -3.8065 -0.9527 -0.74 -0.82 -0.78
O 0.0832 1.5683 4.5983 -2.38 1.94 -1.67
N -0.7342 4.3933 -0.6027 -2.92 0.88 1.63
H -3.6943 -2.0268 0.0609 -0.11 -0.47 0.11
H 0.0610 4.8485 -2.5125 -0.23 0.39 0.24
H -1.0521 0.2831 -5.4537 0.02 0.17 0.22
H 1.2316 4.6650 -1.1583 0.23 -0.29 -0.28
C -1.3035 5.7602 -0.4472 0.20 -0.33 0.59
H -3.2573 -1.4187 -3.0560 -0.49 0.46 0.90
H 1.2798 -2.8454 -1.4168 0.08 0.10 0.56
N -3.8015 -0.8563 1.7825 -1.84 -1.02 -0.16
H -2.0195 5.8783 0.3661 0.23 -0.56 0.31
O -0.1484 -0.6001 3.7538 -2.20 -2.58 -1.57
H 2.3829 -4.2016 -1.4575 0.40 -0.02 0.57
H -0.0109 0.7727 -3.6645 -0.18 0.08 -0.07
H 0.6848 -4.4704 -1.2366 -0.13 -0.14 -0.32
H 1.0540 -2.7985 2.1486 -0.07 1.21 0.16
H -0.4742 6.4370 -0.2413 0.01 0.08 0.00
O -0.1419 0.0845 -1.8125 -0.23 -0.65 1.43
C 0.2924 4.3179 -1.5889 -0.08 -1.40 -0.24
H 3.8192 2.1132 -0.7365 -0.93 0.23 -0.30
C 4.1265 -0.1204 1.6449 0.57 -2.45 1.84
Fe 0.1853 0.4678 0.2327 -0.37 -0.73 1.43
H -1.9869 -1.5850 -1.7223 -0.05 0.22 -0.26
C -0.5315 0.1034 -2.9622 0.60 0.78 -2.29
C -4.5605 -0.8127 3.0075 -0.26 -0.28 0.12
H -4.6559 -1.8129 3.4300 0.05 -0.18 0.02
H -5.1931 -2.4272 1.0060 0.44 0.14 0.59
H 4.5895 0.2046 2.5766 -0.42 0.39 0.20
C 1.1672 -2.5930 1.0729 -0.27 -0.24 0.31
H -5.0292 -0.9837 0.0044 -0.25 0.29 0.25
```
Forces are in eV/Å.

- Molar mass: 517.38 g mol⁻¹
- Largest force on an atom: 9.180 eV/Å
- 2S+1: 6
- Total charge: -1
- HOMO (spin up / spin down): 0.210 / -3.007 eV

The following is a quantum chemistry calculation of a cluster of 2 separate species, C5H9O in total in a non-equilibrium geometry, from the OMol25 dataset.

The geometry in XYZ format:
```
15
Properties=species:S:1:pos:R:3:forces:R:3
C -0.2884 -1.4094 0.8030 1.00 0.83 0.76
H -0.0385 2.5712 0.6086 -1.11 -0.51 0.63
C 0.5227 0.3639 -0.9279 0.01 2.41 -0.60
C 1.6253 -0.3052 -1.2886 -0.30 0.62 -2.40
H 0.2323 -2.1311 0.1615 -0.08 0.54 -0.13
H -1.9810 -0.4967 -0.7459 3.38 1.36 1.45
H 2.2198 0.0431 -2.2644 -1.19 -0.82 2.69
C -0.4882 -0.0302 0.0522 -3.23 -5.41 -2.24
H 0.2983 1.3190 -1.4710 0.22 -0.81 0.52
H 0.4714 -1.1575 1.6412 -1.51 -0.81 -0.87
H 1.7482 -1.2960 -0.8932 0.76 -0.15 0.09
C -0.8899 2.0436 1.1417 1.55 1.03 -0.50
H -1.5186 2.4686 1.9121 -0.03 0.45 -0.04
O -1.1248 0.8567 0.9294 -0.40 -0.15 0.50
H -1.2083 -1.9985 1.0975 0.94 1.43 0.14
```
Forces are in eV/Å.

- Molar mass: 85.13 g mol⁻¹
- Largest force on an atom: 6.689 eV/Å
- 2S+1: 1
- Total charge: +1
- HOMO (spin up / spin down): -14.045 / -14.045 eV

The following is a quantum chemistry calculation of a structure of composition C2H3GaLiO2 in a non-equilibrium geometry, from the OMol25 dataset.

The geometry in XYZ format:
```
9
Properties=species:S:1:pos:R:3:forces:R:3
Li -1.0370 -0.0614 2.3218 0.37 -0.27 0.96
C 0.9246 0.3937 -0.3390 0.31 -0.83 -1.41
C 0.9197 -0.8415 0.3794 0.11 0.79 1.09
H 1.5559 0.4910 -1.2310 0.41 0.59 0.61
Ga -1.6692 0.1121 -0.4823 -0.81 0.98 -2.07
O -0.1540 1.0955 -0.2670 0.85 0.72 0.13
O -0.1820 -1.0982 0.9780 -0.65 -0.11 -0.40
H -2.1969 1.3278 -1.8950 -0.14 -1.54 1.32
H 1.8388 -1.4190 0.5351 -0.46 -0.32 -0.23
```
Forces are in eV/Å.

- Molar mass: 135.71 g mol⁻¹
- Largest force on an atom: 2.425 eV/Å
- 2S+1: 2
- Total charge: +2
- HOMO (spin up / spin down): -18.631 / -21.065 eV